# 1
111
Properties=species:S:1:pos:R:3:forces:R:3:lowdin_charge:R:1 method="wB97M-V/def2-TZVPD" e_homo_ha=-0.4485 charge=+1 homo_lumo_gap_ha=0.1841 fmax_ev_per_a=4.05 e_tot_ev=-145047.6628
Be -0.418381 0.688409 -4.106597 0.4 0.1 4.0 1.1242
C -0.309002 0.077544 -0.346001 -0.3 0.1 -0.3 -0.2530
O -0.078308 0.374827 -1.669642 0.8 0.4 -2.8 -0.3268
H -0.913827 -0.820168 -0.174515 -0.1 0.0 0.1 0.0672
H 0.676300 -0.116097 0.103950 0.1 -0.2 0.2 0.0661
H -0.723672 0.927080 0.210434 -0.3 0.0 0.1 0.0520
O 0.046082 -4.267892 3.811436 0.3 0.1 -1.4 -0.2760
S -0.345115 -4.073465 2.432705 -2.9 0.1 0.6 0.6794
O 0.584094 -4.004942 1.327429 -1.0 -0.3 1.0 -0.2849
O -1.520317 -5.206073 2.072618 2.4 1.0 -1.0 -0.2699
C -2.305248 -5.704328 3.135934 -0.7 0.0 1.1 -0.2994
C -3.199917 -6.816658 2.623552 -0.7 0.3 -0.2 -0.0614
C -1.464615 -2.611022 2.397464 1.0 -0.1 -0.1 -0.1227
H -2.874150 -4.860444 3.539750 -0.3 -0.2 0.1 0.1162
H -1.691264 -6.064067 3.963161 0.2 -0.1 -0.2 0.1174
H -4.081981 -6.486497 2.068940 0.3 0.5 -0.3 0.0738
H -3.694999 -7.316030 3.457084 0.6 -0.4 0.1 0.0838
H -2.654757 -7.479569 1.954055 0.1 -0.3 0.4 0.0842
H -0.822563 -1.730613 2.435004 0.0 -0.1 0.0 0.0444
H -2.142235 -2.543529 3.246110 0.3 -0.5 0.1 0.0691
H -2.067012 -2.554160 1.494064 0.3 -0.4 -0.1 0.0286
O -2.819336 -0.259655 2.576435 -0.2 0.6 -0.2 -0.3068
S -3.867014 0.728100 2.492958 -1.5 0.1 -0.6 0.6411
O -5.135822 0.478367 3.124355 1.2 0.5 -0.1 -0.2590
O -3.278009 2.143767 3.018022 -0.5 -1.4 -0.3 -0.2563
C -1.939075 2.473628 2.549391 -0.5 1.5 0.9 -0.2459
C -1.668546 3.843041 3.216443 0.7 -0.4 0.1 -0.0487
C -4.238455 1.120041 0.726383 1.0 -0.2 1.4 -0.0965
H -2.013856 2.544264 1.463335 0.4 0.0 -0.1 0.0820
H -1.226267 1.719930 2.877670 -0.1 -0.1 -0.1 0.1127
H -1.651721 3.773876 4.305116 -0.5 -0.4 0.0 0.0872
H -2.380902 4.617762 2.941694 0.0 -0.1 -0.2 0.0783
H -0.649683 4.196415 3.045854 0.0 0.0 -0.6 0.0672
H -4.680586 2.111625 0.754240 0.0 0.0 -0.2 0.0676
H -4.889101 0.385207 0.263413 -0.1 0.0 0.4 0.0612
H -3.246413 1.064124 0.277404 -0.2 0.4 -0.4 0.0401
O -0.593277 3.223247 -3.602113 0.5 -1.0 -1.1 -0.3475
S -0.117084 4.320330 -2.777308 -0.3 0.9 3.5 0.6602
O 0.659991 5.445176 -3.214987 -1.1 -1.4 -0.4 -0.2264
O -1.449366 4.906641 -2.070543 1.7 0.5 -0.4 -0.2570
C -2.549442 4.062571 -1.672631 -0.2 0.6 0.1 -0.2564
C -3.379367 4.789829 -0.599839 1.1 -0.9 -0.8 -0.0238
C 0.704272 3.649379 -1.280399 -0.5 0.5 -0.7 -0.0957
H -2.196389 3.112858 -1.265682 0.1 -0.2 -0.4 0.1002
H -3.117277 3.979252 -2.595687 -0.3 -0.7 0.3 0.1111
H -3.614234 5.777239 -0.988340 -0.5 -0.1 0.3 0.0932
H -2.842770 4.849804 0.346979 0.1 0.2 -0.1 0.0693
H -4.197191 4.084583 -0.458012 -0.6 0.6 0.1 0.0693
H 0.010673 3.044906 -0.697785 0.0 -0.4 -0.5 0.0406
H 0.951993 4.498262 -0.646550 0.3 0.2 -0.4 0.0755
H 1.590830 3.103521 -1.592014 0.0 0.0 0.1 0.0624
O 4.294477 5.411749 -1.320802 0.1 -0.6 2.1 -0.2733
S 4.608977 4.834248 -0.024486 0.7 -0.8 -0.5 0.6327
O 5.101309 5.567752 1.109706 -0.5 -0.1 -0.9 -0.2640
O 3.297617 4.002362 0.429553 0.0 0.4 -0.4 -0.2979
C 3.235968 3.296633 1.686877 -0.4 0.3 0.4 -0.2382
C 1.990050 2.413365 1.703793 1.2 0.0 -0.2 -0.0617
C 5.723834 3.435433 -0.308386 -0.7 -0.6 -0.6 -0.1135
H 3.193814 3.973554 2.541561 0.0 0.4 -0.3 0.1283
H 4.135916 2.706449 1.864790 0.0 -0.2 -0.4 0.1112
H 1.047282 2.954332 1.711080 0.1 0.2 0.2 0.0625
H 2.168431 1.832366 2.610164 -0.7 -0.2 0.0 0.0807
H 1.987006 1.742001 0.843858 0.0 -0.1 0.1 0.0572
H 6.622211 3.698716 -0.861449 0.1 0.4 0.5 0.0788
H 5.203489 2.730912 -0.961693 -0.3 0.3 -0.2 0.0510
H 5.903700 2.834593 0.580634 0.3 0.6 0.3 0.0607
O -4.883165 2.006997 -2.700127 0.3 -1.2 -0.4 -0.2435
S -4.240194 0.825487 -3.199790 -1.3 -1.3 0.3 0.6817
O -2.815175 0.943102 -3.502375 -0.1 -0.5 -0.5 -0.3671
O -4.477280 -0.375566 -2.097447 0.4 2.0 -1.0 -0.2640
C -3.551862 -1.467456 -2.093914 0.9 -0.6 0.9 -0.2534
C -3.543838 -2.087852 -0.708320 -0.4 -0.7 0.5 -0.0581
C -5.151484 0.013375 -4.602054 0.7 -0.1 0.0 -0.0695
H -2.534844 -1.120659 -2.286263 -0.1 0.2 -0.3 0.0899
H -3.863681 -2.206736 -2.832964 0.1 0.0 -0.1 0.1230
H -3.397321 -1.423810 0.143807 -0.1 0.5 -0.4 0.0467
H -2.740734 -2.816103 -0.579720 0.1 -0.1 -0.5 0.0827
H -4.464172 -2.640343 -0.512702 -0.1 0.1 0.0 0.0973
H -4.735624 0.375024 -5.540584 -0.1 0.3 0.1 0.0698
H -6.239770 0.047424 -4.610213 0.1 0.9 0.6 0.0840
H -4.986993 -1.065068 -4.569168 0.6 0.1 0.3 0.0614
O 4.003082 -0.966741 -4.381902 -1.5 0.1 0.5 -0.2317
S 2.854177 -0.957449 -3.516397 2.0 -1.6 1.0 0.6675
O 1.518443 -0.671759 -4.048170 -0.8 1.0 -0.3 -0.3543
O 2.786175 -2.419006 -2.796579 -0.1 2.2 -1.3 -0.2308
C 1.481948 -2.909460 -2.471113 -0.7 -0.9 1.3 -0.2754
C 1.709375 -4.170375 -1.648662 -0.3 0.3 -1.2 -0.0454
C 3.246643 0.058097 -2.101548 -0.9 0.6 -0.5 -0.0944
H 0.870589 -3.060635 -3.361095 0.4 -0.3 -0.2 0.1187
H 0.870942 -2.264368 -1.830302 0.6 0.7 -0.1 0.1060
H 2.287405 -4.880012 -2.240182 -0.3 -0.3 0.1 0.0942
H 0.675461 -4.482203 -1.495933 0.3 -0.7 0.5 0.0873
H 2.254506 -3.997778 -0.724474 -0.3 0.1 0.1 0.0453
H 4.250500 -0.104493 -1.720616 0.0 -0.4 -0.3 0.0701
H 2.478449 -0.097904 -1.345036 0.0 0.0 0.0 0.0525
H 3.173543 1.073742 -2.494551 0.0 0.1 0.2 0.0735
O 6.543722 -3.890267 1.750083 -1.6 0.2 -0.5 -0.2588
S 5.296374 -3.531116 1.121277 -0.3 1.5 -0.4 0.6690
O 4.294375 -4.470740 0.663804 1.1 0.4 0.7 -0.2832
O 4.554368 -2.395532 2.078905 0.9 -1.2 -0.7 -0.2565
C 3.139695 -2.319077 1.954251 -1.4 0.3 1.2 -0.2920
C 2.683911 -0.956877 2.492931 1.2 0.2 -0.2 -0.0581
C 5.625255 -2.384659 -0.257574 0.2 -0.7 0.9 -0.0977
H 2.680804 -3.107388 2.551150 0.1 -0.1 0.0 0.1081
H 2.740517 -2.454486 0.947330 0.5 0.0 -0.2 0.0903
H 3.103996 -0.172623 1.855235 -0.5 0.0 -0.4 0.0529
H 3.151634 -0.677665 3.439000 -0.2 -0.6 0.3 0.0882
H 1.603749 -0.883882 2.604880 0.0 0.0 -0.2 0.0705
H 4.682910 -2.221148 -0.774116 0.1 -0.3 -0.2 0.0330
H 6.402700 -2.875866 -0.839119 -0.2 0.2 -0.3 0.0761
H 5.971117 -1.451011 0.180418 0.2 -0.1 0.0 0.0679



# 2
27
Properties=species:S:1:pos:R:3:forces:R:3:lowdin_charge:R:1 method="wB97M-V/def2-TZVPD" e_homo_ha=-0.2600 homo_lumo_gap_ha=0.2357 fmax_ev_per_a=4.51 e_tot_ev=-21447.6448
C 1.927697 1.259927 1.025808 -1.3 -2.6 -2.5 -0.0900
C -2.465748 -1.086736 0.278390 -0.7 0.0 -1.1 -0.1204
C 1.913857 -0.099098 1.282126 2.1 -1.2 2.6 -0.1026
C -1.525262 -2.066062 0.503445 0.8 1.6 -0.3 -0.2403
C 1.517946 1.403790 -0.266836 0.5 1.5 -1.6 -0.1223
C -2.274407 0.345479 0.126510 1.2 -1.2 0.0 -0.2185
C 1.645256 -0.787849 0.122974 -1.4 -0.7 -0.6 -0.3698
C -0.199870 -2.353080 0.623402 -1.0 0.4 -0.4 -0.0232
C 0.564790 0.041993 -2.058686 2.6 -3.5 -1.1 -0.0297
C -1.382592 2.412195 0.567145 2.4 2.9 1.1 -0.1885
N 1.300773 0.163095 -0.820949 0.4 1.8 -0.1 -0.1451
N -1.284528 1.023055 0.543844 0.1 -1.7 1.0 -0.0339
Si 1.464730 -2.643763 -0.012025 0.4 0.5 1.0 0.6133
H 2.219701 1.980126 1.631268 1.2 3.2 2.7 0.0557
H -3.511623 -1.459765 0.046869 1.4 0.5 0.7 0.1064
H 2.337377 -0.543998 2.251533 -1.0 0.5 -1.7 0.1372
H -2.102357 -2.823919 0.946115 -0.4 -2.2 0.4 0.0987
H 1.575797 2.396620 -0.869963 -0.6 -2.2 0.9 0.1573
H -3.015220 0.780291 -0.481756 -1.6 1.1 -0.4 0.0922
H -0.364510 -0.453288 -1.896831 -0.9 0.1 0.0 0.0690
H 0.556320 0.939545 -2.565907 -0.7 2.2 -0.5 0.0553
H 1.152185 -0.579835 -2.865429 -0.8 0.5 1.7 0.1251
H -1.220342 2.869794 1.675211 0.4 -1.2 -2.3 0.1201
H -0.586486 2.882459 -0.171344 -1.7 -0.5 1.6 0.0906
H -2.365506 2.777892 0.418850 -1.2 0.5 -1.0 0.0355
H 2.029608 -3.258736 -1.278198 -0.6 0.2 0.4 -0.0434
H 2.092402 -3.120135 1.244426 0.5 -0.4 -0.5 -0.0284



# 3
21
Properties=species:S:1:pos:R:3:forces:R:3:lowdin_charge:R:1 method="wB97M-V/def2-TZVPD" e_homo_ha="-0.2577 / -0.2698" homo_lumo_gap_ha="0.2234 / 0.2374" fmax_ev_per_a=5.60 e_tot_ev=-15055.3589
C -1.185688 0.041104 -3.020510 -3.5 2.1 -0.4 -0.3099
C 2.025001 1.069408 2.656773 -1.1 -1.9 -0.7 -0.0185
C 0.667206 0.861668 2.367675 -0.1 0.5 -1.5 0.0499
C 2.642006 0.607391 1.512828 3.3 1.8 2.4 -0.1384
C 0.576048 0.533266 0.990139 0.6 0.4 3.4 -0.2333
C -0.447082 -0.612150 -2.138431 -1.8 -0.1 0.5 -0.1269
C -0.497654 0.338696 0.181619 -3.2 -0.8 -2.4 0.0534
C 0.770499 -1.280106 -2.155541 3.4 -2.3 -1.1 -0.1750
C -2.803517 -0.176587 0.159522 -1.7 -2.4 0.0 -0.1030
N -2.131681 0.634032 -3.487086 2.4 -1.2 0.4 0.1071
O 1.878054 0.394222 0.515427 -1.5 -0.4 -1.4 0.0718
O -1.695911 0.259635 0.792661 5.1 1.0 2.1 -0.0909
H 2.453774 1.146324 3.624936 0.4 0.5 0.4 0.1036
H -0.185203 1.018730 3.001482 -0.1 0.0 0.1 0.1232
H 3.741792 0.582032 1.451165 -0.8 -0.4 -0.7 0.1502
H 0.732394 -2.421369 -1.998137 -0.2 1.6 0.4 0.1040
H 1.333250 -0.782596 -1.355262 0.5 -0.7 -0.3 0.0539
H 1.362766 -1.247225 -3.143923 -0.7 0.5 1.3 0.1053
H -2.957152 0.438109 -0.650550 -1.1 1.4 -1.9 0.0589
H -3.598027 -0.204922 0.922400 0.1 0.3 -0.6 0.1089
H -2.680877 -1.199663 -0.227188 0.1 0.2 0.1 0.1057



# 4
16
Properties=species:S:1:pos:R:3:forces:R:3:lowdin_spin:R:1 method="wB97M-V/def2-TZVPD" e_homo_ha="-0.5009 / -0.5917" s_squared=2.0182 charge=+1 homo_lumo_gap_ha="0.3650 / 0.2966" spin_multiplicity=3 fmax_ev_per_a=7.42 e_tot_ev=-9308.5826
C -0.380171 0.498107 1.626953 -0.3 -0.7 -7.4 0.2380
C 0.864868 -1.027063 0.135242 0.2 -1.6 0.4 0.0304
C -1.153585 0.073960 -0.858647 -1.0 0.4 -1.7 0.0245
C -0.595710 -0.681831 0.275267 0.2 1.7 2.5 0.1345
N -0.526547 -0.254668 2.579328 1.9 2.7 5.2 0.5825
N 0.222623 1.656926 1.285912 1.6 -2.0 5.3 0.2013
O -0.846755 -1.223188 3.122846 -1.0 -2.8 0.6 0.7422
H 1.244828 -1.662555 0.950159 -0.4 0.0 -0.1 0.0012
H 1.438321 -0.130256 0.262791 0.7 0.3 -1.1 0.0023
H 1.004471 -1.661462 -0.773424 0.2 1.0 0.4 0.0115
H -0.920414 -0.536765 -1.735541 0.3 0.4 -0.3 0.0100
H -0.700492 1.127907 -1.006135 -0.8 -1.8 0.2 0.0036
H -2.265284 0.060756 -0.910397 0.7 0.6 0.5 0.0004
H -1.158923 -1.472334 0.826119 -0.1 0.6 -1.2 0.0019
H -0.302026 2.286446 0.809925 -1.9 2.0 -2.7 0.0111
H 0.710302 2.168201 2.052868 -0.3 -0.6 -0.5 0.0046



# 5
42
Properties=species:S:1:pos:R:3:forces:R:3:lowdin_spin:R:1 method="wB97M-V/def2-TZVPD" e_homo_ha="-0.4735 / -0.4962" s_squared=9.8073 charge=+2 homo_lumo_gap_ha="0.1983 / 0.2186" spin_multiplicity=6 fmax_ev_per_a=7.05 e_tot_ev=-77447.0079
I -2.557241 1.149142 -2.965997 -3.7 -1.1 -0.3 -0.5960
I -0.028035 1.946928 -2.660511 3.4 2.3 0.8 -0.3517
Dy -0.969848 -0.794333 1.419455 -2.1 -0.7 -1.2 5.8299
P -0.586018 -2.631686 -0.620684 0.1 -0.9 -0.7 0.0290
C -1.125017 -4.128607 0.306174 -0.1 0.1 0.1 0.0051
C -1.721424 -2.627243 -2.047595 -0.2 -0.1 -0.1 -0.0025
H -1.866901 -3.646232 -2.440664 0.0 0.4 0.0 -0.0005
H 0.897384 -4.255253 -1.640454 0.0 0.3 0.0 0.0007
H -1.329034 -1.962788 -2.828028 -0.1 -0.3 0.1 0.0005
H 1.246126 -2.582685 -2.188531 0.0 -0.2 0.1 0.0002
H -2.199379 -4.063498 0.536315 0.3 -0.1 0.0 0.0021
H -2.689708 -2.214575 -1.729790 0.2 -0.2 -0.2 -0.0005
C 0.985056 -3.207045 -1.326593 0.3 0.1 -0.1 0.0018
H -0.937329 -5.020112 -0.312517 -0.1 0.3 0.3 0.0000
H 1.783718 -3.121193 -0.582456 -0.2 -0.1 -0.2 0.0001
H -0.561238 -4.218962 1.247401 -0.1 0.0 -0.3 0.0005
P -0.607474 4.239086 -1.786383 0.2 -0.6 -0.2 -0.0197
C -0.675952 4.133685 0.000979 0.0 -0.1 0.2 0.0004
C 0.715823 5.336054 -2.294142 0.2 -0.1 -0.2 -0.0080
H -2.287973 4.669457 -3.453582 0.0 0.1 0.2 0.0002
H -2.230821 5.912514 -2.151216 0.0 -0.3 0.0 -0.0007
H -3.007489 4.307094 -1.854260 0.3 0.2 -0.2 0.0001
C -2.191655 4.833691 -2.372494 -0.2 -0.3 -0.2 -0.0033
H 0.989919 5.121828 -3.334783 0.0 0.1 0.2 -0.0019
H 0.370705 6.375686 -2.213939 0.0 -0.2 0.0 0.0000
H -0.690304 5.166928 0.387218 0.0 -0.3 0.0 0.0004
H 0.201358 3.605848 0.389540 -0.1 0.2 -0.1 -0.0013
H 1.585540 5.185400 -1.645265 -0.1 0.0 -0.2 -0.0017
H -1.587124 3.605641 0.310869 0.2 0.2 -0.1 0.0003
C -0.557584 1.395049 2.334956 1.7 5.9 3.5 0.0522
O -0.305386 2.390812 2.883632 -1.1 -4.2 -2.5 0.0078
F 3.388748 -3.572983 4.550938 -1.0 0.8 -1.1 -0.0005
C 2.606634 -2.859517 3.669032 0.7 -0.6 1.0 -0.0001
C 3.162884 -2.507729 2.441745 0.0 0.1 -0.6 0.0036
C 2.378351 -1.786321 1.538267 0.5 -0.2 0.9 -0.0047
C 1.116492 -1.349268 1.920532 -1.0 0.2 0.2 0.0057
C 0.560626 -1.730311 3.167178 2.0 -0.6 0.4 0.0294
C 1.324157 -2.514807 4.059753 -0.5 0.3 0.0 0.0042
H 4.180870 -2.804042 2.184247 -0.3 -0.1 0.2 0.0001
H 2.746591 -1.556492 0.535404 0.1 0.0 0.4 -0.0004
H -0.442456 -1.396712 3.544062 0.6 -0.3 -0.1 0.0185
H 0.914411 -2.822465 5.022176 0.3 0.0 -0.2 0.0005